[1]
Molecular formula: C15H20N4O3
Method: DFT, the ωB97M-V functional and the def2-TZVPD basis

Computed properties:
SMILES string = CCn1c(=O)c([N+](=O)[O-])c(NCCN(C)C)c2ccccc21
HOMO-LUMO gap = 8.2 eV
lowest unoccupied orbital energy = -0.4 eV
DFT total energy = -27980.0806 eV
ΔE to the lowest compared entry with this formula, charge and spin = 285.3 kJ/mol
HOMO level = -8.6 eV

Geometry as ORCA input:
```
! wB97M-V def2-TZVPD RIJCOSX def2/J DEFGRID3
* xyz 0 1
C -2.687 -2.324 -1.868
C -2.684 -2.214 -0.346
N -1.728 -1.217 0.112
C -0.516 -1.723 0.584
O -0.365 -2.917 0.733
C 0.510 -0.728 0.864
N 1.831 -1.228 1.009
O 2.598 -0.609 1.745
O 2.161 -2.206 0.379
C 0.271 0.635 0.823
N 1.259 1.549 1.041
C 1.609 2.542 0.037
C 1.746 1.882 -1.351
N 2.361 0.573 -1.227
C 1.985 -0.338 -2.288
C 3.800 0.639 -1.077
C -1.077 1.067 0.537
C -1.471 2.399 0.723
C -2.733 2.823 0.386
C -3.634 1.913 -0.159
C -3.297 0.586 -0.286
C -2.031 0.119 0.104
H -1.701 -2.624 -2.215
H -2.946 -1.377 -2.335
H -3.406 -3.077 -2.179
H -3.676 -1.982 0.044
H -2.356 -3.164 0.084
H 2.095 1.076 1.394
H 2.552 2.988 0.353
H 0.864 3.336 -0.028
H 2.299 2.555 -2.026
H 0.742 1.743 -1.761
H 0.898 -0.390 -2.352
H 2.361 -1.330 -2.040
H 2.382 -0.041 -3.270
H 4.298 1.039 -1.975
H 4.177 -0.363 -0.885
H 4.055 1.269 -0.227
H -0.777 3.085 1.179
H -3.024 3.850 0.541
H -4.618 2.241 -0.458
H -4.035 -0.095 -0.674
*
```

---

[2]
Molecular formula: C4H6N2
Method: DFT, the ωB97M-V functional and the def2-TZVPD basis

Computed properties:
HOMO-LUMO gap = 9.2 eV
lowest unoccupied orbital energy = 0.5 eV
DFT total energy = -7220.6743 eV
ΔE to the lowest compared entry with this formula, charge and spin = 474.4 kJ/mol
HOMO level = -8.6 eV

Geometry as ORCA input:
```
! wB97M-V def2-TZVPD RIJCOSX def2/J DEFGRID3
* xyz 0 1
N -0.085 2.515 -2.051
C -0.024 1.637 -1.295
C 0.066 0.589 -0.335
C -1.018 -0.290 0.295
C 0.161 -1.228 0.479
N 0.819 -0.568 -0.506
H 0.629 0.713 1.247
H -1.558 0.076 1.167
H -1.694 -0.672 -0.476
H 0.269 -2.274 0.735
H 0.680 -0.087 1.637
H 1.777 -0.663 -0.823
*
```

---

[3]
Molecular formula: C4H9NO2
Method: DFT, the ωB97M-V functional and the def2-TZVPD basis

Computed properties:
HOMO-LUMO gap = 2.8 eV
lowest unoccupied orbital energy = -5.1 eV
DFT total energy = -9871.8854 eV
ΔE to the lowest compared entry with this formula, charge and spin = 788.8 kJ/mol
HOMO level = -7.8 eV

Geometry as ORCA input:
```
! wB97M-V def2-TZVPD RIJCOSX def2/J DEFGRID3
* xyz 0 1
C 0.805 0.081 0.674
C 2.280 0.349 0.439
C 2.712 1.485 -0.238
C -2.845 -0.176 -0.126
O -2.918 -0.877 -1.132
O -2.010 -0.166 0.814
N 3.147 -0.579 0.717
H 0.143 0.773 0.175
H 0.623 -0.006 1.734
H 0.540 -0.891 0.255
H -3.644 0.605 0.003
H 3.787 1.619 -0.308
H 2.080 2.310 -0.533
H -3.134 -0.521 -4.370
H 2.857 -1.115 1.540
H -3.338 -0.289 -5.042
*
```

---

[4]
Molecular formula: C4H12O2
Method: DFT, the ωB97M-V functional and the def2-TZVPD basis

Computed properties:
SMILES string = CC[C@H](C)O.O
HOMO-LUMO gap = 11.1 eV
lowest unoccupied orbital energy = 0.7 eV
DFT total energy = -8437.2938 eV
ΔE to the lowest compared entry with this formula, charge and spin = 21.2 kJ/mol
HOMO level = -10.3 eV

Geometry as ORCA input:
```
! wB97M-V def2-TZVPD RIJCOSX def2/J DEFGRID3
* xyz 0 1
C 0.392 2.217 1.038
C 0.462 1.479 -0.320
C 0.149 -0.040 -0.143
C 0.348 -0.809 -1.499
O -1.208 -0.106 0.223
H 0.882 1.674 1.864
H -0.659 2.407 1.316
H 0.901 3.186 0.903
H -0.188 1.841 -1.139
H 1.510 1.534 -0.672
H 0.723 -0.606 0.619
H 0.118 -1.882 -1.395
H 1.394 -0.703 -1.832
H -0.312 -0.380 -2.271
H -1.342 0.239 1.131
O -1.111 -3.738 0.637
H -1.069 -2.978 0.013
H -0.990 -3.335 1.527
*
```

---

Among the records above, which one has the highest lowest unoccupied orbital energy?
C4H12O2